57
Properties=species:S:1:pos:R:3:forces:R:3 method="wB97M-V/def2-TZVPD" smiles="CCC[NH+]1CCN(CC(=O)Nc2cc(OCC)ccc2OCC)CC1" homo_energy_ev=-10.3 lumo_ev=-1.927 total_charge=+1 e_tot_ha=-1132.9619 multiplicity=1
C -5.213562 -2.987844 -1.828401 0.0 0.2 0.1
C -5.072283 -1.599270 -1.213519 0.2 0.0 0.0
C -3.595388 -1.232232 -1.090402 -0.4 -0.5 -0.2
N -3.324095 0.081009 -0.471336 0.7 0.0 -0.1
C -3.591768 0.130207 0.980292 -0.1 0.2 0.6
C -3.516415 1.602664 1.454261 -0.1 -0.1 0.1
N -2.695465 2.426196 0.612729 0.4 -0.2 -0.1
C -1.281859 2.504963 0.857501 -0.2 0.1 0.0
C -0.383729 1.388265 0.303403 -0.3 0.3 0.0
O -0.794270 0.503370 -0.453722 0.1 0.1 -0.1
N 0.887812 1.485564 0.678734 0.3 0.0 0.2
C 1.918371 0.574390 0.323091 0.1 -0.3 -0.2
C 3.097809 1.080836 -0.186548 0.1 -0.2 0.0
C 4.152479 0.237761 -0.539207 -0.3 -0.1 0.2
O 5.244844 0.853191 -1.041870 -0.2 0.2 0.0
C 6.411130 0.102461 -1.341390 0.4 -0.2 0.1
C 7.201183 -0.274948 -0.093224 -0.3 0.1 -0.2
C 3.979619 -1.132165 -0.366959 0.3 0.3 -0.2
C 2.801512 -1.636244 0.157225 -0.4 0.0 0.1
C 1.751951 -0.803423 0.524461 0.1 0.1 0.0
O 0.584216 -1.215090 1.097621 0.1 0.1 0.0
C 0.459948 -2.585364 1.440288 -0.1 -0.3 0.2
C -0.867111 -2.777466 2.157043 0.4 0.2 -0.2
C -3.173841 2.499868 -0.754902 -0.1 0.3 -0.1
C -3.946158 1.227336 -1.153897 -0.1 0.5 -0.2
H -6.263061 -3.248569 -1.925146 -0.1 -0.1 0.0
H -4.732111 -3.737055 -1.205108 0.0 -0.1 0.0
H -4.761843 -3.019452 -2.816393 0.0 -0.1 -0.1
H -5.551837 -1.598542 -0.233705 0.0 0.1 0.0
H -5.588415 -0.876419 -1.846418 0.0 0.1 0.1
H -3.141680 -1.225636 -2.084448 0.1 0.1 0.1
H -3.079040 -1.988554 -0.494542 0.1 0.1 0.0
H -2.237566 0.255716 -0.542491 -0.6 -0.1 0.1
H -2.835083 -0.478435 1.479143 0.0 0.0 -0.1
H -4.578138 -0.280587 1.199494 0.1 -0.1 -0.1
H -3.143761 1.640087 2.477741 -0.1 0.0 0.0
H -4.520258 2.038797 1.454270 0.0 -0.1 0.1
H -0.920712 3.447660 0.428173 0.1 -0.1 0.1
H -1.132883 2.562459 1.938998 0.1 0.1 -0.1
H 1.182862 2.304093 1.193768 -0.2 -0.1 0.0
H 3.220389 2.143187 -0.326591 0.0 0.2 0.0
H 6.156030 -0.785173 -1.931741 0.0 0.1 0.0
H 7.004518 0.773286 -1.967517 -0.1 -0.2 0.0
H 6.619121 -0.918917 0.561701 0.0 -0.1 0.1
H 7.470710 0.622232 0.457910 0.0 0.1 0.1
H 8.109581 -0.795385 -0.381868 0.1 -0.1 0.0
H 4.756364 -1.830093 -0.632339 0.1 0.0 0.0
H 2.719147 -2.703197 0.282990 0.0 -0.1 0.0
H 0.491853 -3.204777 0.534570 0.1 0.1 0.1
H 1.285455 -2.879097 2.100934 0.0 0.0 -0.1
H -0.928563 -2.113179 3.015147 0.0 0.0 0.1
H -1.694819 -2.567605 1.484076 -0.1 0.0 -0.1
H -0.949693 -3.804054 2.500553 -0.1 -0.1 0.0
H -2.325022 2.646159 -1.424688 -0.1 0.0 0.0
H -3.840192 3.365363 -0.861275 0.0 -0.1 -0.2
H -4.995872 1.299482 -0.862707 0.1 -0.1 0.0
H -3.890831 1.079811 -2.232590 -0.1 -0.1 0.1